Entry 1:
Here is a 2-piece molecular cluster, C27H35N3O5S2 overall from the OMol25 dataset. Energies are from the ωB97M-V functional and the def2-TZVPD basis.

HOMO level = -5.8401 eV
Total charge = 0
Spin multiplicity = 1
Kohn-Sham gap = 6.119 eV

```
72
Properties=species:S:1:pos:R:3:forces:R:3
C 4.0798 2.1225 3.0313 0.2 -0.2 0.2
C 3.0083 2.4705 2.0142 -0.4 -0.1 0.1
C 2.3091 3.7768 2.3452 -0.3 0.1 0.1
N 2.0118 1.3799 1.9575 1.0 -0.5 -1.4
N 0.9766 1.3396 2.7844 -1.1 -0.6 0.3
N 0.3520 0.2375 2.4793 0.7 -1.6 -1.7
C -0.9220 -0.1624 3.1135 -0.1 0.2 0.3
C -1.9899 0.8713 2.8045 -0.1 0.3 -0.1
C -0.7045 -0.3377 4.6039 0.2 0.0 0.3
C 0.9663 -0.5141 1.4428 -0.7 2.0 2.0
C 0.5111 -1.7985 0.9038 -0.6 -0.6 0.0
C 0.8478 -3.0084 1.5410 0.0 1.1 -0.2
C 0.3733 -4.2056 1.0635 -0.2 -0.4 -0.2
C -0.4485 -4.2363 -0.0517 0.0 0.0 0.0
C -0.7899 -3.0583 -0.6962 -0.1 -0.4 -0.2
C -0.3190 -1.8538 -0.2326 0.6 0.4 0.7
C 2.0992 0.2570 1.0978 0.2 0.0 0.0
C 3.0503 -0.0262 0.1668 0.2 0.5 0.2
H 4.8276 2.9131 3.1104 0.0 0.0 -0.1
H 3.6307 1.9826 4.0152 -0.1 0.1 0.0
H 4.5885 1.1936 2.7692 0.0 0.0 -0.1
H 3.4616 2.5553 1.0143 -0.3 -0.3 0.2
H 3.0098 4.6129 2.3681 0.1 -0.1 0.0
H 1.5298 3.9988 1.6149 0.0 0.0 0.0
H 1.8282 3.7089 3.3215 0.0 0.0 0.0
H -1.2184 -1.1286 2.6743 0.4 0.4 0.0
H -2.9502 0.5987 3.2439 0.1 -0.1 0.0
H -1.7025 1.8456 3.2001 0.0 0.0 0.1
H -2.1290 0.9871 1.7293 0.0 -0.1 0.0
H -1.6185 -0.6545 5.1074 0.0 0.0 -0.1
H 0.0706 -1.0782 4.8030 0.0 -0.1 0.0
H -0.3781 0.6010 5.0520 0.0 0.0 0.0
H 1.4806 -2.9795 2.4124 0.2 0.0 0.2
H 0.6321 -5.1239 1.5655 0.1 -0.1 0.1
H -0.8322 -5.1775 -0.4124 0.0 -0.1 -0.1
H -1.4381 -3.0854 -1.5572 -0.1 0.0 -0.1
H -0.5940 -0.9346 -0.7225 0.0 0.2 -0.1
H 2.9817 -0.9112 -0.4307 -0.2 -0.3 -0.2
H 3.8800 0.6270 0.0017 0.4 0.2 -0.1
C 5.3821 -3.9167 5.6602 0.1 0.1 0.3
O 4.6255 -4.8257 4.9019 -0.4 0.0 -1.5
C 4.4839 -4.4838 3.5596 0.0 -0.1 0.3
C 4.8746 -3.2615 3.0086 0.0 -0.3 1.1
C 4.7340 -3.0171 1.6691 -0.1 -0.2 -0.9
C 4.1749 -3.9687 0.8195 0.1 0.2 0.3
C 4.0471 -3.7061 -0.6202 -0.2 -0.2 0.6
C 5.0333 -3.3196 -1.4092 0.2 -0.1 -0.1
S 4.6937 -3.0459 -3.1368 -0.5 0.7 -1.4
O 5.1773 -4.2385 -3.9238 -1.7 2.6 1.7
O 3.3206 -2.4258 -3.1980 3.1 -2.2 -0.3
C 5.8974 -1.6941 -3.4344 -0.2 -0.1 0.0
C 7.3544 -2.1670 -3.3711 0.2 0.2 -0.3
C 7.6081 -3.2878 -2.3656 0.0 0.2 0.2
S 6.6907 -3.0543 -0.7989 1.3 -0.2 1.4
O 6.7381 -1.6099 -0.3579 0.3 -3.5 -0.9
O 7.0898 -4.2110 0.0843 -0.9 3.2 -1.9
C 3.7603 -5.1815 1.3675 -0.1 0.4 -0.4
C 3.9161 -5.4327 2.7044 0.2 -0.2 0.8
H 5.5009 -4.3274 6.6632 -0.1 -0.1 -0.1
H 6.3674 -3.7874 5.2095 0.1 0.2 0.1
H 4.8594 -2.9621 5.7255 0.1 0.2 0.1
H 5.3057 -2.5044 3.6359 0.1 0.2 0.1
H 5.1065 -2.0977 1.2484 -0.2 0.3 0.1
H 3.0728 -3.8345 -1.0651 -0.3 -0.1 -0.2
H 5.6629 -1.2344 -4.3970 -0.1 -0.3 0.0
H 5.7081 -0.9374 -2.6705 -0.2 -0.2 0.1
H 7.6803 -2.4983 -4.3665 -0.2 -0.2 0.3
H 7.9985 -1.3087 -3.1392 -0.3 -0.1 0.1
H 7.2825 -4.2445 -2.7795 -0.2 0.0 0.3
H 8.6704 -3.3913 -2.1367 -0.1 0.2 0.3
H 3.3409 -5.9321 0.7186 -0.1 -0.2 -0.1
H 3.6310 -6.3836 3.1186 -0.1 -0.2 0.1
```
Positions in Å, forces in eV/Å.

Entry 2:
Here is one molecule with the formula C8H8N4S from the OMol25 dataset. Energies are from the ωB97M-V functional and the def2-TZVPD basis.

HOMO level = -9.2482 eV
Total charge = 0
Spin multiplicity = 1
Energy relative to the best compared isomer or geometry (same formula, charge and spin) = 340.5 kJ/mol
Kohn-Sham gap = 8.709 eV

```
21
Properties=species:S:1:pos:R:3:forces:R:3
C 3.1620 -0.1534 -2.1238 0.8 1.9 1.5
C 2.9010 -0.3638 -0.6956 -2.1 1.9 1.4
N 3.5077 -0.9812 0.2512 1.1 -1.0 -2.5
N 2.8832 -0.8132 1.3862 -0.3 0.2 2.0
N 1.9145 -0.0106 1.2422 -1.3 0.2 2.1
N 1.7675 0.3472 0.0091 0.6 0.3 -1.5
S 0.4112 1.7369 -0.0879 2.0 -1.9 -0.6
C -1.0339 0.8160 0.3007 0.3 -0.4 0.2
C -1.2484 -0.5035 -0.1869 0.8 1.6 0.6
C -2.3270 -1.1757 0.2362 -1.1 -0.4 -0.5
C -3.4224 -0.5214 0.8486 1.5 -0.2 -0.4
C -3.2477 0.7321 1.3073 0.7 4.4 0.9
C -1.9573 1.4030 1.1404 -1.0 -0.9 1.1
H 2.2626 0.3157 -2.3925 -1.3 0.2 -1.5
H 3.4483 -1.0204 -2.6479 0.2 -0.9 -0.7
H 3.8969 0.6754 -2.2078 0.0 -0.8 -0.1
H -0.5246 -1.0005 -0.7883 0.6 -0.1 -0.3
H -2.3516 -2.2026 -0.0808 -0.6 -0.3 0.1
H -4.3210 -1.0344 0.8502 -1.7 -0.8 0.5
H -3.9844 1.5277 1.7704 0.9 -2.5 -0.8
H -1.7368 2.2267 1.8689 -0.1 -0.5 -1.4
```
Positions in Å, forces in eV/Å.

Entry 3:
Here is one molecule with the formula C20H22FN5O3 from the OMol25 dataset. Energies are from the ωB97M-V functional and the def2-TZVPD basis.

HOMO level = -8.1289 eV
Total charge = 0
Spin multiplicity = 1
Energy relative to the best compared isomer or geometry (same formula, charge and spin) = 0.0 kJ/mol
Kohn-Sham gap = 8.664 eV

```
51
Properties=species:S:1:pos:R:3:forces:R:3
C 3.2261 4.7245 -1.6177 0.1 -0.4 -0.2
C 3.3467 3.8742 -2.8795 -0.2 0.5 0.1
O 3.8916 2.5964 -2.6245 0.1 -0.4 0.1
C 3.1281 1.6324 -2.0535 0.2 -0.2 0.0
C 1.7718 1.7246 -1.7790 0.2 0.2 -0.1
C 1.0876 0.6608 -1.2157 0.1 -0.4 0.1
C 1.7616 -0.5127 -0.9149 0.2 0.7 -0.3
C 1.0739 -1.6374 -0.3299 -0.9 -0.5 0.4
N 1.6541 -2.8226 -0.0387 0.6 0.3 -0.3
N 0.7447 -3.5718 0.4681 -0.4 -1.0 0.5
N -0.3661 -2.8818 0.4924 0.8 0.5 -0.5
C -1.6011 -3.3829 0.9999 -0.9 -0.3 0.5
C -2.1739 -2.5648 2.1786 0.5 -0.1 -0.4
O -2.7988 -3.1036 3.0636 -0.3 -0.3 0.2
N -1.9339 -1.2500 2.0935 0.2 0.4 0.0
C -2.4562 -0.2953 3.0517 -0.1 -0.1 0.1
C -3.5568 0.5216 2.4255 0.1 0.0 0.1
C -3.3106 1.8007 1.9445 -0.1 -0.2 0.1
C -4.3137 2.5289 1.3296 -0.3 0.0 -0.1
C -5.5641 1.9538 1.1971 0.2 0.0 0.1
F -6.5466 2.6570 0.5972 0.0 0.0 0.0
C -5.8361 0.6786 1.6601 -0.1 0.2 -0.1
C -4.8228 -0.0333 2.2742 0.1 0.1 0.0
N -0.2173 -1.6623 0.0027 0.4 0.2 -0.4
C 3.1292 -0.6220 -1.1831 0.0 0.1 0.0
C 3.8194 0.4308 -1.7479 0.0 0.3 -0.1
O 5.1458 0.4478 -2.0363 -0.3 0.2 0.0
C 5.9133 -0.7270 -1.8650 0.2 -0.4 -0.1
C 5.6771 -1.7542 -2.9685 -0.1 0.4 0.2
H 4.1997 4.8137 -1.1428 0.1 0.0 0.1
H 2.5383 4.2727 -0.9071 -0.1 0.0 0.1
H 2.8664 5.7165 -1.8769 -0.1 0.1 0.0
H 4.0592 4.3360 -3.5685 -0.2 -0.1 0.0
H 2.3789 3.7914 -3.3900 0.1 0.0 0.0
H 1.2263 2.6257 -2.0091 0.0 0.1 0.0
H 0.0305 0.7394 -1.0153 -0.1 0.0 0.0
H -1.4341 -4.4094 1.3305 0.0 0.2 0.0
H -2.3556 -3.3759 0.2051 0.2 -0.1 0.1
H -1.4401 -0.8930 1.2807 -0.1 -0.1 0.2
H -2.8402 -0.8759 3.8945 0.1 0.1 0.0
H -1.6417 0.3500 3.3926 -0.1 -0.1 0.0
H -2.3283 2.2366 2.0554 0.1 0.0 0.0
H -4.1387 3.5253 0.9557 0.0 0.1 0.0
H -6.8238 0.2629 1.5388 -0.1 0.0 0.0
H -5.0106 -1.0307 2.6427 0.0 -0.1 0.1
H 3.6120 -1.5509 -0.9287 0.1 -0.1 0.0
H 5.7326 -1.1681 -0.8770 0.0 0.1 0.0
H 6.9483 -0.3757 -1.9020 -0.1 -0.1 0.1
H 5.8770 -1.3042 -3.9377 0.0 0.0 -0.1
H 4.6497 -2.1088 -2.9581 -0.1 -0.1 0.0
H 6.3429 -2.6010 -2.8270 0.1 -0.1 0.0
```
Positions in Å, forces in eV/Å.

Entry 4:
Here is an isolated ion of composition C8H11O6S and charge -1 from the OMol25 dataset. Energies are from the ωB97M-V functional and the def2-TZVPD basis.

HOMO level = -5.3259 eV
Total charge = -1
Spin multiplicity = 1
Energy relative to the best compared isomer or geometry (same formula, charge and spin) = 144.3 kJ/mol
Kohn-Sham gap = 8.770 eV

```
26
Properties=species:S:1:pos:R:3:forces:R:3
C -1.9731 -1.9594 1.8216 1.5 1.5 2.8
C -0.8989 -1.5715 0.7898 -1.0 -0.4 -2.2
O -0.9515 -2.0501 -0.3753 0.2 1.1 2.1
C -0.1835 -0.1667 0.9314 1.5 -0.4 0.8
C -0.7801 0.8556 -0.0190 2.2 0.5 0.6
C -0.0154 0.7380 -1.3139 0.6 0.4 -1.5
C 1.4267 1.2645 -1.0188 -1.3 1.1 0.8
C 2.1894 0.2523 -0.2208 0.5 0.0 1.5
C 1.4264 -0.1277 1.0452 -1.7 -3.0 -1.2
S 1.8293 -1.9592 1.5183 -0.1 0.4 -0.3
O 0.4792 -2.5403 1.7988 1.0 0.3 0.4
O 2.4247 -2.4865 0.3261 0.0 -0.5 -1.4
O 2.7523 -2.0167 2.6160 -0.1 0.5 1.3
O 1.3087 0.6944 2.1781 0.5 0.4 -0.3
O -0.0891 0.3967 2.2831 -1.4 -0.2 0.7
H -1.4545 -1.7967 2.8659 -1.1 -0.5 -1.9
H -2.3488 -2.9716 1.7794 0.4 -0.3 -0.4
H -2.8475 -1.2933 1.8620 0.3 0.1 -0.5
H -0.5091 1.8208 0.4239 -0.5 0.1 0.0
H -1.8120 0.7479 -0.0769 -1.9 -0.2 -0.3
H -0.4419 1.3542 -2.1767 0.2 -0.9 1.2
H -0.0230 -0.3596 -1.5590 0.2 1.1 -0.3
H 2.0475 1.4168 -1.8499 0.4 0.2 -1.8
H 1.3486 2.2985 -0.5548 0.0 -1.1 -0.1
H 2.1157 -0.6793 -0.8503 1.0 0.8 0.9
H 3.2427 0.6280 0.0678 -1.4 -1.0 -0.7
```
Positions in Å, forces in eV/Å.

Entry 5:
Here is a 9-piece molecular cluster, C12H32N9O17PS overall from the OMol25 dataset. Energies are from the ωB97M-V functional and the def2-TZVPD basis.

HOMO level = -8.9483 eV
Total charge = 0
Spin multiplicity = 1
Kohn-Sham gap = 8.661 eV

```
72
Properties=species:S:1:pos:R:3:forces:R:3
O -0.5499 0.2117 0.6944 -0.1 -0.3 -0.4
C -0.1354 -0.4704 -0.2338 -0.1 0.3 0.6
C 1.1881 -0.3384 -0.9294 0.3 -0.3 0.1
C 0.9995 -1.0586 -2.2658 0.2 -0.3 0.0
C -0.2501 -1.9687 -2.0613 0.0 0.4 0.2
P 0.2420 -3.7287 -2.0014 0.3 -0.1 0.6
S 1.4884 -4.1620 -0.5811 0.0 0.0 -0.1
N -0.7919 -1.5414 -0.7700 -0.2 0.3 -0.5
H 1.5517 0.6857 -0.9667 -0.2 0.0 -0.1
H 1.9019 -0.8947 -0.3040 -0.1 0.1 -0.1
H 1.8893 -1.6638 -2.4709 -0.2 0.1 -0.2
H 0.8156 -0.3900 -3.1087 0.1 -0.1 0.2
H -0.9958 -1.8148 -2.8507 0.2 -0.1 0.0
H 0.7008 -3.9333 -3.3099 -0.1 -0.1 -0.2
H -0.9817 -4.4122 -1.9597 -0.1 0.0 -0.1
H -1.7815 -1.6299 -0.5908 0.1 -0.1 0.1
C -0.3740 2.6929 2.3744 -0.1 0.0 0.1
N -0.2957 3.5233 3.6055 0.1 0.0 0.0
O -1.2970 3.6699 4.2716 0.0 0.0 0.0
O 0.7893 4.0092 3.8657 0.1 0.0 0.0
H -1.3901 2.3431 2.2667 -0.1 0.0 0.0
H -0.0840 3.3282 1.5447 0.0 0.0 0.0
H 0.3278 1.8751 2.4864 0.0 0.0 0.0
C 4.0370 3.1075 2.2023 0.0 0.0 0.0
N 3.5193 2.0921 1.2441 0.0 0.1 0.0
O 2.4127 1.6406 1.4482 0.0 -0.1 -0.1
O 4.2287 1.7877 0.3057 0.0 0.0 0.0
H 3.2764 3.2730 2.9569 0.0 0.0 0.0
H 4.9580 2.7119 2.6198 0.0 0.0 0.0
H 4.2459 4.0047 1.6271 0.0 0.0 0.0
C 0.1099 1.4308 -6.6629 0.0 0.0 0.0
N -0.0454 0.5107 -5.5043 0.1 0.0 0.0
O -0.6772 0.8991 -4.5443 -0.1 0.1 0.1
O 0.4823 -0.5811 -5.5848 0.0 0.0 -0.1
H -0.4099 2.3519 -6.4317 0.0 0.0 0.0
H 1.1751 1.5875 -6.8028 0.0 0.0 0.0
H -0.3093 0.9268 -7.5283 0.0 0.0 0.0
C -3.4238 1.9199 0.1137 0.0 0.0 0.0
N -2.8039 2.8886 -0.8315 -0.1 0.1 0.0
O -3.1233 2.8286 -1.9990 0.0 -0.1 0.0
O -2.0192 3.6913 -0.3657 0.0 -0.1 0.0
H -4.1237 1.3117 -0.4464 0.0 0.0 0.0
H -2.6145 1.3269 0.5338 0.0 0.0 0.0
H -3.9176 2.4976 0.8899 0.0 0.0 0.0
C 2.1165 3.0909 -2.3331 0.0 -0.1 0.0
N 2.5223 4.1193 -3.3294 0.0 0.0 0.1
O 2.1497 3.9779 -4.4760 0.0 0.0 -0.1
O 3.2062 5.0329 -2.9233 0.0 0.0 0.0
H 1.5078 2.3553 -2.8444 0.0 0.0 0.0
H 3.0259 2.6575 -1.9239 0.0 0.0 0.0
H 1.5587 3.5989 -1.5509 0.0 0.0 0.0
C -0.9016 -1.3291 3.4346 0.1 0.0 0.0
N -1.8065 -1.4365 4.6042 0.0 0.0 0.1
O -2.6436 -0.5699 4.7612 0.0 0.1 0.0
O -1.6485 -2.3810 5.3505 0.0 -0.1 0.0
H -1.1738 -0.4485 2.8701 0.0 0.0 0.0
H 0.1086 -1.2612 3.8277 0.0 0.0 0.0
H -1.0119 -2.2342 2.8438 0.0 0.0 0.0
C -1.2508 -0.0787 7.8566 0.0 0.0 0.0
N -0.0324 0.4658 7.1949 0.0 0.0 0.0
O 0.3690 -0.0869 6.1884 0.0 0.0 -0.1
O 0.4890 1.4301 7.7068 0.0 0.0 0.0
H -1.5960 -0.9357 7.2918 0.0 0.0 0.0
H -0.9656 -0.3395 8.8713 0.0 0.0 0.0
H -1.9838 0.7221 7.8693 0.0 0.0 0.0
C -1.4404 -7.8517 -4.1929 0.0 0.0 0.0
N -1.4273 -7.1830 -2.8624 0.0 0.0 0.0
O -2.4917 -6.9403 -2.3351 -0.1 0.1 0.0
O -0.3393 -6.9211 -2.3928 0.0 0.0 -0.1
H -2.4715 -8.0199 -4.4771 0.0 0.0 0.0
H -0.9261 -7.1932 -4.8861 0.0 0.0 0.0
H -0.8879 -8.7803 -4.0887 0.0 0.0 0.0
```
Positions in Å, forces in eV/Å.

Entry 6:
Here is C29H51N3O8ReSSbSi as an isolated structure from the OMol25 dataset. Energies are from the ωB97M-V functional and the def2-TZVPD basis.

HOMO level (alpha / beta) = -10.7427 / -11.9436 eV
Total charge = +1
Spin multiplicity = 4
Energy relative to the best compared isomer or geometry (same formula, charge and spin) = 0.0 kJ/mol
Kohn-Sham gap (alpha / beta) = 7.069 / 7.331 eV

```
95
Properties=species:S:1:pos:R:3:forces:R:3
Re -1.5374 -0.5595 -0.4184 -1.1 1.7 1.9
C 0.1945 0.8085 4.3897 -0.1 1.1 0.4
C 1.5822 0.7440 3.7575 -0.7 0.4 -0.8
C 2.0859 2.1457 3.4371 1.3 -0.3 1.8
C 2.5813 -0.1222 4.4980 -0.8 -0.1 0.2
O 1.3115 0.1553 2.4565 -0.3 -0.7 -0.1
Si 2.2413 0.0000 1.1621 -0.9 0.2 -0.7
S 0.7338 -0.7875 -0.4368 0.7 0.4 -0.2
O 3.3711 -1.1002 1.2873 0.9 -1.3 -0.1
C 3.6747 -2.4926 0.9081 0.1 1.5 0.6
C 4.3387 -2.4043 -0.4394 0.0 -0.1 -0.7
C 2.3829 -3.2504 0.9749 -0.7 -0.4 -0.1
C 4.6735 -3.0158 1.9171 -0.2 0.9 0.6
O 2.9091 1.3854 0.7586 -0.4 0.4 -0.9
C 3.9550 2.0538 -0.0606 -0.4 -1.2 1.7
C 3.6177 3.5114 0.0984 -0.1 0.4 -0.4
C 5.2367 1.6443 0.6734 -0.5 1.3 -0.7
C 3.9190 1.5611 -1.4800 -0.3 0.3 -0.2
H 0.1880 1.2973 5.3767 0.3 -0.1 -0.3
H -0.2490 -0.1533 4.5395 -0.1 -0.8 -0.1
H -0.4877 1.3970 3.7534 0.3 -0.2 0.1
H 2.1856 2.6861 4.3920 -0.1 0.1 -0.4
H 1.4104 2.6405 2.7870 -0.7 0.5 -0.5
H 3.0782 2.1164 2.9624 -0.4 0.0 0.3
H 2.7790 0.2572 5.4894 0.1 0.3 0.3
H 3.4915 -0.1924 3.9474 0.8 0.1 -0.4
H 2.2007 -1.1325 4.6195 -0.2 -0.2 0.0
H 3.6581 -2.0101 -1.2025 0.1 0.1 0.1
H 4.6147 -3.4070 -0.7499 0.2 -0.2 -0.2
H 5.2599 -1.7887 -0.4069 -0.6 -0.3 0.1
H 1.7514 -3.0345 0.1011 0.2 -0.2 0.3
H 1.8255 -2.9700 1.8943 0.4 -0.2 -0.4
H 2.5803 -4.3176 1.0042 0.0 -0.2 0.0
H 5.6273 -2.5187 1.7451 0.1 -0.1 0.2
H 4.7813 -4.0791 1.7992 0.2 -0.5 0.0
H 4.3393 -2.7828 2.9416 0.1 -0.2 -0.3
H 3.8738 3.8548 1.0984 0.1 0.1 0.0
H 2.5410 3.6087 -0.0149 -0.1 0.1 -0.1
H 4.0896 4.1423 -0.6642 0.1 -0.1 0.3
H 5.2671 2.1360 1.6459 0.1 -0.2 0.0
H 6.0586 1.9895 0.0740 0.7 0.1 -0.1
H 5.2713 0.5862 0.7643 0.1 -0.9 0.2
H 2.9213 1.5632 -1.9256 0.0 0.2 0.2
H 4.2889 0.5601 -1.5500 0.3 -0.8 0.0
H 4.5729 2.1917 -2.0701 0.1 0.1 -0.3
O -4.6703 0.3825 2.1492 1.6 -1.3 -1.0
C -3.8150 -0.2156 1.5048 -1.3 1.1 -0.5
O -3.4792 0.0165 0.2403 0.3 -0.1 0.2
C -3.0199 -1.3828 1.9972 1.1 -0.7 0.8
C -3.4231 -2.2645 3.0080 -1.6 0.2 -0.5
C -2.6455 -3.3449 3.3461 1.4 0.0 -0.8
C -1.4465 -3.5424 2.6100 0.3 -0.9 1.5
C -1.0704 -2.6713 1.6320 -0.7 1.3 0.2
N -1.8368 -1.5556 1.3532 0.1 -2.4 0.9
H -4.4733 -2.1995 3.3566 1.0 0.4 0.2
H -2.9003 -4.0328 4.1415 -0.2 0.0 -0.1
H -0.7446 -4.3580 2.9029 -0.8 0.6 -0.5
H -0.1575 -2.7775 1.0594 -0.2 0.1 0.1
C -0.9001 2.8622 -4.6203 -0.4 -0.1 -0.3
C -2.3949 2.9150 -4.3483 -0.6 1.7 -1.3
C -2.8836 2.8294 -2.9157 0.8 0.4 0.7
C -4.3333 3.2367 -2.8799 -1.5 0.9 0.6
C -5.0265 3.1134 -1.4891 -0.1 -0.3 -0.6
C -2.0934 3.8653 -2.0571 1.6 0.4 -0.6
O -1.7274 4.9824 -2.4337 -1.4 -2.9 1.4
N -1.6968 3.3412 -0.7628 0.3 1.9 0.1
C -1.5362 2.0361 -0.4705 -0.6 0.3 -0.4
O -1.1767 1.5713 0.6479 -0.2 -0.5 -1.9
N -1.8317 1.1522 -1.4731 0.4 -1.2 -0.2
C -2.7796 1.3556 -2.4412 -1.3 1.0 -0.4
O -3.5423 0.4919 -2.8873 2.0 0.8 0.7
H -0.7855 3.0226 -5.7039 0.3 0.0 0.5
H -0.4823 1.8978 -4.3608 0.2 -0.4 0.0
H -0.3556 3.6194 -4.0601 0.0 0.1 -0.2
H -2.9431 2.1682 -4.9472 0.2 0.2 0.3
H -2.7687 3.9299 -4.7149 0.5 -1.2 0.3
H -4.7932 2.5739 -3.6234 -0.4 0.3 0.3
H -4.4721 4.3030 -3.2025 0.4 -1.0 0.0
H -5.0035 2.0693 -1.1570 -0.3 0.1 0.0
H -6.0744 3.4693 -1.5885 0.7 -0.3 0.2
H -4.5307 3.6785 -0.6892 -0.1 0.2 -0.4
H -1.2904 4.0196 -0.1094 -0.3 -0.3 -0.3
C -1.9096 -2.6114 -4.0209 0.4 0.4 0.9
Sb -2.3597 -2.6841 -1.8993 -1.3 -0.2 -1.4
C -1.9192 -4.7196 -1.4045 1.5 0.9 1.1
C -4.5265 -2.6992 -2.1051 0.9 1.1 0.8
H -2.4487 -3.3868 -4.5509 0.1 -0.3 0.1
H -0.8230 -2.6726 -4.1169 -0.2 -0.2 -0.3
H -2.2438 -1.6468 -4.3894 0.0 0.2 0.1
H -1.2086 -5.0104 -2.1773 -0.1 -0.3 0.1
H -2.7977 -5.3360 -1.3944 -0.4 -0.1 -0.1
H -1.3978 -4.7381 -0.4031 -0.6 -0.2 -1.1
H -4.8410 -3.3649 -2.9055 0.1 -0.1 0.1
H -4.6869 -1.6205 -2.3756 -0.3 -1.1 0.4
H -4.9236 -2.9853 -1.1051 -0.1 0.4 -0.9
```
Positions in Å, forces in eV/Å.

One value per record, in order, for max |F|: 0.0743, 0.0880, 0.0221, 0.0710, 0.0134, 0.0678 hartree/bohr.